The following is a DFT calculation (the ωB97M-V functional and the def2-TZVPD basis) of 12 unconnected molecules or ions with the total composition C62H42Cl6O40.

Gap between HOMO and LUMO   7.47 eV
Multiplicity   1
LUMO energy   -2.073 eV
HOMO   -9.543 eV
SMILES   O=C1C=C(O)C(=O)C=C1O.O=C1C=C(O)C(=O)C=C1O.O=C1C=C(O)C(=O)C=C1O.O=C1C=C(O)C(=O)C=C1O.O=C1C=C(O)C(=O)C=C1O.O=C1C=C(O)C(=O)C=C1O.O=C1C=C(O)C(=O)C=C1O.O=C1C=C(O)C(=O)C=C1O.O=C1C=C(O)C(=O)C=C1O.O=C1C=C(O)C(=O)C=C1O.ClC(Cl)Cl.ClC(Cl)Cl

Last column: Löwdin charge in e.
Positions of all 150 atoms, in Å:
O -3.12 0.92 -5.09  0.092
C -2.62 1.97 -4.69  -0.296
C -1.66 1.87 -3.67  0.047
C -1.14 3.00 -3.24  -0.226
O -0.27 3.04 -2.24  0.125
C -1.39 4.32 -3.94  -0.301
O -0.76 5.25 -3.46  0.101
C -2.23 4.38 -5.08  0.079
C -3.02 3.31 -5.32  -0.239
O -4.01 3.25 -6.15  0.151
H -1.29 0.94 -3.30  0.120
H 0.12 3.91 -2.30  0.069
H -2.38 5.26 -5.71  0.142
H -4.25 2.31 -6.19  0.128
O -0.20 -4.12 5.61  0.093
C 0.64 -4.28 4.69  -0.270
C 1.74 -5.18 4.65  0.078
C 2.51 -5.43 3.56  -0.228
O 3.58 -6.15 3.46  0.147
C 2.08 -4.63 2.31  -0.208
O 2.92 -4.65 1.38  0.074
C 0.95 -3.68 2.34  0.101
C 0.32 -3.42 3.50  -0.257
O -0.77 -2.70 3.57  0.081
H 1.84 -5.81 5.48  0.121
H 3.83 -5.96 2.53  0.115
H 0.61 -3.09 1.47  0.117
H -0.89 -2.68 4.56  0.099
O 5.85 -3.49 4.92  0.101
C 5.89 -3.47 3.71  -0.266
C 6.27 -4.54 2.74  0.065
C 5.97 -4.40 1.44  -0.279
O 6.13 -5.36 0.53  0.118
C 5.39 -3.13 0.93  -0.302
O 5.14 -3.20 -0.28  0.068
C 5.06 -1.97 1.76  0.094
C 5.34 -2.12 3.10  -0.214
O 5.19 -1.15 3.98  0.099
H 6.41 -5.57 3.13  0.146
H 5.73 -5.02 -0.30  0.119
H 4.63 -1.09 1.31  0.124
H 5.30 -1.58 4.86  0.123
O -4.43 3.44 -2.15  0.075
C -5.13 3.44 -1.11  -0.291
C -5.85 4.58 -0.67  0.067
C -6.48 4.50 0.52  -0.204
O -7.20 5.42 1.17  0.115
C -6.49 3.22 1.32  -0.339
O -7.07 3.21 2.36  0.141
C -5.68 2.10 0.90  0.081
C -5.17 2.12 -0.34  -0.219
O -4.43 1.15 -0.88  0.083
H -5.91 5.45 -1.35  0.150
H -7.50 4.95 1.98  0.113
H -5.53 1.23 1.61  0.146
H -4.08 1.54 -1.68  0.083
O 1.66 -2.73 -1.08  0.082
C 1.13 -3.69 -1.57  -0.280
C -0.28 -3.88 -1.60  0.042
C -0.76 -5.05 -2.05  -0.186
O -2.05 -5.36 -2.30  0.096
C 0.11 -6.22 -2.43  -0.352
O -0.39 -7.18 -2.87  0.162
C 1.56 -6.07 -2.20  0.077
C 2.09 -4.87 -1.92  -0.189
O 3.42 -4.66 -1.90  0.102
H -0.92 -3.05 -1.27  0.097
H -2.01 -6.19 -2.78  0.107
H 2.14 -7.03 -2.29  0.155
H 3.61 -3.74 -1.79  0.081
O -0.96 -2.80 -5.14  0.099
C -2.05 -2.58 -4.64  -0.270
C -3.33 -3.10 -5.24  0.085
C -4.39 -3.27 -4.41  -0.241
O -5.49 -3.87 -4.80  0.130
C -4.50 -2.57 -3.02  -0.326
O -5.54 -2.66 -2.43  0.115
C -3.37 -1.84 -2.59  0.066
C -2.19 -1.90 -3.27  -0.226
O -1.09 -1.34 -2.80  0.077
H -3.36 -3.46 -6.26  0.132
H -6.14 -3.56 -4.18  0.102
H -3.34 -1.12 -1.74  0.137
H -0.33 -1.75 -3.18  0.070
O 2.04 -1.64 6.84  0.136
C 1.25 -1.20 6.07  -0.355
C 1.45 -0.54 4.82  0.085
C 0.36 0.04 4.27  -0.163
O 0.45 0.87 3.15  0.040
C -1.06 -0.25 4.64  -0.353
O -1.93 0.14 3.90  0.124
C -1.24 -1.00 5.88  0.061
C -0.16 -1.41 6.58  -0.234
O -0.18 -2.02 7.76  0.118
H 2.50 -0.30 4.52  0.153
H -0.53 1.04 2.86  0.126
H -2.22 -1.04 6.26  0.130
H 0.79 -2.15 7.95  0.126
O -0.72 -1.44 0.35  0.078
C -0.51 -0.24 0.41  -0.283
C -1.56 0.73 0.55  0.057
C -1.23 2.04 0.62  -0.233
O -2.19 2.93 0.62  0.112
C 0.22 2.58 0.57  -0.326
O 0.32 3.81 0.59  0.061
C 1.25 1.64 0.39  0.054
C 0.95 0.30 0.30  -0.210
O 1.87 -0.59 0.21  0.120
H -2.62 0.58 0.47  0.113
H -1.79 3.85 0.66  0.149
H 2.31 1.93 0.41  0.141
H 1.56 -1.52 0.10  0.074
O 2.22 4.70 -1.63  0.065
C 2.39 5.44 -0.68  -0.271
C 1.69 6.67 -0.37  0.078
C 1.92 7.25 0.78  -0.229
O 1.27 8.30 1.30  0.090
C 3.05 6.83 1.71  -0.314
O 3.37 7.69 2.55  0.076
C 3.68 5.60 1.55  0.073
C 3.44 4.99 0.36  -0.175
O 4.15 3.93 -0.06  0.098
H 0.93 6.96 -1.06  0.137
H 1.85 8.77 1.92  0.116
H 4.47 5.29 2.15  0.122
H 3.67 3.54 -0.83  0.062
O 3.62 2.09 -2.04  0.079
C 2.97 1.81 -3.03  -0.236
C 2.62 0.35 -3.13  0.093
C 2.08 -0.15 -4.27  -0.196
O 1.66 -1.43 -4.44  0.086
C 1.70 0.78 -5.43  -0.316
O 1.17 0.30 -6.39  0.128
C 2.06 2.22 -5.28  0.078
C 2.63 2.80 -4.20  -0.238
O 3.06 4.04 -4.16  0.121
H 2.86 -0.27 -2.31  0.105
H 1.19 -1.47 -5.25  0.069
H 1.95 2.75 -6.25  0.142
H 3.15 4.21 -3.20  0.087
Cl -4.92 -2.00 1.52  0.585
C -3.64 -3.00 2.05  -1.557
Cl -3.10 -4.01 0.68  0.551
Cl -4.07 -4.05 3.43  0.534
H -2.78 -2.34 2.29  -0.007
Cl 0.30 4.14 4.41  0.537
C -0.67 5.50 3.79  -1.484
Cl -0.12 7.20 4.34  0.468
Cl -2.32 5.27 4.30  0.535
H -0.56 5.50 2.68  0.014

***

The following is a DFT calculation (the ωB97M-V functional and the def2-TZVPD basis) of a molecular structure, C62H47N2P3PbS2Si.

ΔE to the lowest compared entry with this formula, charge and spin   3.351 eV
Gap between HOMO and LUMO (alpha / beta)   5.40 / 6.06 eV
Multiplicity   1
LUMO energy (alpha / beta)   -0.788 / -0.347 eV
HOMO (alpha / beta)   -6.191 / -6.408 eV

Last column: Löwdin charge in e.
Positions of all 118 atoms, in Å:
Pb -0.64 0.10 -0.71  0.991
C 5.85 1.42 -3.24  -0.081
C 4.80 1.83 -4.04  -0.075
C 3.51 1.83 -3.55  -0.079
C 3.26 1.44 -2.24  -0.353
C 4.32 1.03 -1.44  -0.124
C 5.61 1.02 -1.94  -0.087
P 1.59 1.52 -1.47  1.006
C 0.72 2.64 -2.62  -0.402
C 0.34 2.08 -3.84  -0.138
C -0.37 2.82 -4.76  -0.078
C -0.73 4.13 -4.46  -0.089
C -0.37 4.68 -3.24  -0.085
C 0.35 3.94 -2.32  -0.130
C 2.07 2.58 -0.05  -0.366
C 2.88 3.65 -0.43  -0.108
C 3.45 4.49 0.51  -0.058
C 3.23 4.23 1.85  -0.065
C 2.42 3.18 2.22  -0.106
C 1.78 2.33 1.29  -0.197
Si 0.72 0.95 2.17  0.759
C 2.01 -0.38 2.62  -0.229
C 2.95 -0.12 3.62  -0.085
C 3.90 -1.06 3.96  -0.066
C 3.96 -2.27 3.29  -0.065
C 3.04 -2.54 2.30  -0.117
C 2.08 -1.60 1.95  -0.385
P 0.87 -2.00 0.64  1.017
C 0.43 -3.71 1.17  -0.342
C 0.02 -4.66 0.25  -0.073
C -0.34 -5.94 0.66  -0.076
C -0.32 -6.27 2.00  -0.094
C 0.04 -5.31 2.94  -0.081
C 0.41 -4.04 2.53  -0.120
C 1.89 -2.21 -0.82  -0.318
C 1.14 -2.44 -2.10  -0.362
C 1.86 -1.94 -3.29  -0.044
C 3.19 -1.68 -3.26  -0.093
C 3.92 -1.77 -2.06  -0.080
C 3.24 -1.92 -0.86  -0.104
C -2.59 1.15 3.78  -0.332
C -3.19 1.69 4.99  0.013
C -4.54 1.75 5.14  -0.090
C -5.41 1.33 4.13  -0.078
C -4.91 0.86 2.92  -0.077
C -3.57 0.76 2.73  -0.249
P -2.62 0.12 1.31  0.958
C -3.25 -1.60 1.38  -0.349
C -2.66 -2.72 1.94  -0.091
C -3.33 -3.94 1.92  -0.072
C -4.58 -4.04 1.34  -0.085
C -5.17 -2.93 0.76  -0.080
C -4.50 -1.72 0.77  -0.118
C -1.15 0.40 2.41  -0.474
C -1.60 -0.12 3.82  -0.185
C -0.63 0.08 4.91  -0.064
C 0.10 1.19 4.85  -0.116
C -0.07 2.01 3.64  -0.236
C -1.44 1.81 2.99  -0.272
H 6.86 1.43 -3.63  0.102
H 4.98 2.16 -5.06  0.105
H 2.70 2.17 -4.18  0.093
H 4.13 0.72 -0.42  0.112
H 6.43 0.70 -1.31  0.109
H 0.59 1.04 -4.04  0.108
H -0.67 2.38 -5.70  0.112
H -1.31 4.70 -5.17  0.109
H -0.68 5.69 -3.00  0.111
H 0.58 4.37 -1.36  0.090
H 3.09 3.82 -1.47  0.112
H 4.07 5.32 0.19  0.109
H 3.69 4.85 2.61  0.107
H 2.27 3.00 3.27  0.086
H 2.90 0.81 4.15  0.094
H 4.61 -0.84 4.75  0.104
H 4.70 -3.01 3.56  0.106
H 3.06 -3.49 1.78  0.119
H -0.03 -4.42 -0.80  0.079
H -0.63 -6.67 -0.08  0.106
H -0.59 -7.26 2.32  0.103
H 0.04 -5.55 3.99  0.107
H 0.69 -3.30 3.27  0.109
H 0.99 -3.53 -2.26  0.137
H 1.30 -1.85 -4.20  0.112
H 3.69 -1.38 -4.17  0.110
H 4.99 -1.63 -2.07  0.102
H 3.78 -1.79 0.07  0.096
H -2.52 2.05 5.76  0.111
H -4.96 2.15 6.06  0.101
H -6.48 1.38 4.29  0.095
H -5.59 0.55 2.14  0.100
H -1.68 -2.66 2.39  0.073
H -2.86 -4.81 2.37  0.096
H -5.10 -4.99 1.33  0.100
H -6.14 -3.00 0.30  0.103
H -4.93 -0.85 0.30  0.100
H -2.12 -1.07 3.86  0.131
H -0.65 -0.59 5.76  0.111
H 0.82 1.48 5.60  0.110
H 0.19 3.06 3.78  0.111
H -1.72 2.62 2.33  0.093
S -1.82 2.86 -0.29  0.562
C -2.43 2.33 -1.74  -1.146
N -2.09 1.19 -2.31  -0.126
C -2.67 1.01 -3.53  -0.330
C -2.48 -0.07 -4.39  -0.023
C -3.10 -0.07 -5.62  -0.090
C -3.93 0.98 -6.01  -0.103
C -4.15 2.06 -5.17  -0.100
C -3.51 2.06 -3.94  -0.479
S -3.56 3.29 -2.70  1.021
H -1.87 -0.90 -4.06  0.066
H -2.95 -0.90 -6.30  0.099
H -4.40 0.96 -6.98  0.096
H -4.79 2.88 -5.45  0.104
N -1.27 -2.43 -2.61  0.054
C -0.31 -1.88 -2.04  -0.465
H -1.13 -3.29 -3.15  0.058

***

The following is a DFT calculation (the ωB97M-V functional and the def2-TZVPD basis) of a molecular structure, C62H57BKN15O3S2Se.

ΔE to the lowest compared entry with this formula, charge and spin   0.244 eV
Gap between HOMO and LUMO   5.39 eV
Multiplicity   1
Total charge   -2
LUMO energy   3.646 eV
HOMO   -1.745 eV

Last column: Löwdin charge in e.
Positions of all 142 atoms, in Å:
K -0.50 0.75 -0.07  0.616
C -0.14 -5.25 -2.47  -0.092
C -0.47 -5.11 -1.12  -0.176
N -0.02 -3.97 -0.63  0.050
N 0.61 -3.33 -1.64  -0.018
C 0.54 -4.08 -2.76  -0.124
B 1.19 -1.89 -1.40  -0.540
N 1.30 -1.12 -2.74  -0.015
C 1.97 -1.40 -3.88  -0.117
C 1.90 -0.30 -4.71  -0.058
C 1.16 0.63 -3.97  -0.176
N 0.82 0.14 -2.79  0.031
N 2.58 -1.93 -0.72  -0.032
C 3.76 -2.37 -1.19  -0.117
C 4.74 -2.01 -0.29  -0.087
C 4.04 -1.33 0.72  -0.181
N 2.74 -1.29 0.45  0.090
H -0.39 -6.05 -3.15  0.079
H -1.01 -5.79 -0.47  0.094
H 0.94 -3.73 -3.69  0.096
H 0.48 -1.31 -0.65  0.054
H 2.48 -2.33 -4.03  0.100
H 2.33 -0.19 -5.69  0.085
H 0.87 1.64 -4.23  0.048
H 3.83 -2.92 -2.11  0.112
H 5.80 -2.22 -0.35  0.083
H 4.41 -0.86 1.61  0.097
O -2.02 -0.34 -1.62  -0.628
S -2.04 0.57 -2.81  0.955
C -3.77 1.04 -3.00  -0.354
C -4.05 2.34 -3.38  -0.069
C -5.38 2.71 -3.53  -0.076
C -6.39 1.80 -3.28  -0.097
C -6.09 0.50 -2.87  -0.094
C -4.77 0.12 -2.73  -0.071
C -1.98 -0.52 -4.24  -0.349
C -1.79 -1.87 -4.02  -0.064
C -1.69 -2.72 -5.12  -0.083
C -1.78 -2.21 -6.41  -0.100
C -1.95 -0.85 -6.61  -0.087
C -2.05 0.01 -5.52  -0.067
H -3.24 3.05 -3.52  0.043
H -5.62 3.73 -3.82  0.096
H -7.43 2.10 -3.38  0.094
H -6.88 -0.20 -2.65  0.098
H -4.50 -0.87 -2.38  0.116
H -1.71 -2.24 -3.01  0.106
H -1.54 -3.78 -4.96  0.093
H -1.69 -2.87 -7.26  0.092
H -2.00 -0.44 -7.61  0.097
H -2.17 1.07 -5.66  0.117
O -7.88 2.82 2.15  -0.042
C -8.23 1.48 1.96  -0.277
N -7.14 0.55 2.14  0.075
C -6.09 0.66 1.25  -0.418
O -6.15 1.44 0.32  0.075
C -4.92 -0.22 1.51  -0.111
C -4.99 -1.37 2.29  -0.033
C -3.84 -2.10 2.52  -0.051
C -2.65 -1.64 1.96  -0.106
N -2.57 -0.55 1.21  0.050
C -3.68 0.14 0.98  -0.070
H -7.21 3.01 1.48  0.080
H -8.64 1.32 0.96  0.122
H -9.00 1.24 2.71  0.120
H -6.91 0.29 3.08  0.130
H -5.94 -1.70 2.70  0.104
H -3.85 -3.00 3.11  0.099
H -1.72 -2.17 2.14  0.066
H -3.60 1.03 0.37  0.120
C -4.45 6.73 -2.05  -0.043
C -3.05 6.68 -2.61  -0.370
C -2.34 7.85 -2.89  -0.069
C -1.05 7.66 -3.35  -0.188
N -0.49 6.48 -3.52  0.022
C -1.25 5.39 -3.24  -0.876
S -0.57 3.83 -3.44  0.524
N -2.53 5.48 -2.79  0.074
H -5.02 7.57 -2.46  0.066
H -4.40 6.85 -0.96  0.079
H -4.96 5.79 -2.26  0.058
H -2.77 8.83 -2.76  0.084
H -0.42 8.52 -3.59  0.092
C 3.58 3.13 1.73  -0.052
C 2.27 2.79 1.41  -0.111
N 1.93 2.28 0.23  0.063
C 2.87 2.13 -0.69  -0.102
C 4.20 2.47 -0.49  -0.216
C 4.55 2.95 0.77  -0.037
C 5.26 2.22 -1.49  -0.049
C 5.33 2.49 -2.79  -0.037
C 4.45 3.25 -3.70  -0.269
C 3.35 4.01 -3.34  0.003
C 2.72 4.75 -4.33  -0.136
N 3.13 4.73 -5.60  0.075
C 4.17 3.94 -5.85  -0.244
N 4.86 3.21 -4.98  0.099
H 3.81 3.52 2.71  0.099
H 1.46 2.89 2.13  0.096
H 2.55 1.68 -1.63  0.110
H 5.59 3.19 0.99  0.108
H 6.13 1.71 -1.07  0.106
H 6.22 2.15 -3.31  0.095
H 2.96 4.04 -2.33  0.102
H 1.85 5.36 -4.09  0.060
H 4.50 3.89 -6.88  0.092
C 3.95 -3.22 4.45  -0.047
N 3.29 -3.70 3.26  -0.081
C 1.97 -3.51 2.96  -0.773
Se 0.70 -2.76 4.03  0.605
N 1.78 -4.05 1.73  0.128
C 2.96 -4.56 1.23  -0.184
C 3.27 -5.20 0.04  -0.015
C 4.58 -5.64 -0.11  -0.102
C 5.54 -5.44 0.88  -0.110
C 5.23 -4.79 2.07  -0.023
C 3.92 -4.35 2.22  -0.181
H 3.20 -2.74 5.07  0.030
H 4.72 -2.50 4.18  0.094
H 4.40 -4.05 4.99  0.090
H 0.97 -3.84 1.14  0.107
H 2.53 -5.34 -0.73  0.103
H 4.86 -6.13 -1.03  0.096
H 6.55 -5.79 0.72  0.091
H 5.97 -4.62 2.83  0.103
C 0.48 2.03 6.21  -0.129
C 0.78 1.10 5.19  -0.122
C 0.17 1.21 3.97  -0.082
C -0.78 2.23 3.67  -0.242
C -1.36 2.28 2.35  -0.113
C -2.30 3.30 2.23  -0.190
C -2.65 4.21 3.25  -0.133
C -2.05 4.15 4.48  -0.098
C -1.08 3.14 4.72  -0.203
C -0.43 3.02 5.98  -0.079
H 0.96 1.95 7.18  0.080
H 1.48 0.29 5.38  0.069
H 0.39 0.49 3.19  0.083
H -2.80 3.45 1.27  0.063
H -3.39 4.98 3.06  0.080
H -2.30 4.85 5.27  0.086
H -0.68 3.73 6.76  0.091

***

no.,calculated total energy (hartree)
1,-8158.436305
2,-4802.919177
3,-7266.657518